{
  "formula": "C21H42BBr2F3N5O7P2S2",
  "method": "the ωB97M-V functional and the def2-TZVPD basis",
  "energy_ev": -233404.956,
  "charge": -1,
  "gap_ev": 5.3,
  "species": ["Br", "Br", "S", "S", "P", "P", "F", "F", "F", "O", "O", "O", "O", "O", "O", "O", "N", "N", "N", "N", "N", "C", "C", "C", "C", "C", "C", "C", "C", "C", "C", "C", "C", "C", "C", "C", "C", "C", "C", "C", "C", "C", "B", "H", "H", "H", "H", "H", "H", "H", "H", "H", "H", "H", "H", "H", "H", "H", "H", "H", "H", "H", "H", "H", "H", "H", "H", "H", "H", "H", "H", "H", "H", "H", "H", "H", "H", "H", "H", "H", "H", "H", "H", "H", "H"],
  "xyz": [[-6.455081, -1.872047, 0.774474], [-4.024007, 0.178356, 1.912139], [0.684037, 3.849637, 0.669093], [1.314676, 4.444509, 3.511387], [-0.826271, -0.762430, -2.005130], [-1.751441, 0.438168, -3.748667], [-2.453951, -2.042505, 1.539104], [-4.403281, -3.613099, 0.482621], [-4.676472, -2.887318, 2.475029], [0.240503, -2.752076, -3.862088], [2.953165, 6.306426, -0.726297], [-3.212321, 0.676417, -3.679375], [1.376908, -0.738040, -4.112768], [-1.542791, -0.550091, -5.073762], [-0.551218, -5.516920, 3.280245], [-0.896543, 1.777437, -4.215224], [2.131304, 2.239997, 2.272532], [1.290037, -3.909798, -1.220429], [2.365500, -1.783930, -0.738622], [1.307234, -2.952813, 0.964427], [2.734541, 0.191246, 2.575145], [-0.347983, 2.026578, -1.171664], [-2.223569, -0.181383, -0.796787], [-2.765203, -5.020557, 3.960532], [-0.343350, 2.395019, 0.329998], [3.375400, 2.151421, 1.724612], [-3.278679, -1.248930, -0.500001], [4.079985, 7.042915, -1.200087], [2.138414, 8.201809, -1.885859], [-2.170021, -6.045707, 4.920615], [-0.999221, -6.586328, 4.111479], [1.768772, 1.043455, 2.793201], [1.182628, -2.602313, -0.531416], [3.712948, 0.847161, 1.928456], [0.335225, 0.669559, -1.491001], [1.750672, 6.867294, -1.264823], [-4.674182, -2.513137, 1.174028], [-0.197289, -1.967298, -0.591397], [1.415930, 3.482621, 2.232186], [3.573734, 7.934373, -2.325420], [-3.545725, -1.449580, 0.989353], [-1.517207, -4.454912, 3.300320], [0.390457, -1.467838, -3.427396], [-3.368143, -4.257310, 4.448142], [-1.767097, -1.830227, -2.432880], [3.928599, 2.940562, 1.260837], [2.209968, -4.293248, -1.044661], [1.179771, 0.844996, -2.150457], [0.770812, 0.357772, -0.542215], [1.009556, 6.968244, -0.471862], [4.636380, 0.399237, 1.604329], [-1.804877, -5.544989, 5.820854], [-1.313819, -7.415020, 3.466010], [2.935596, -2.205312, -1.459886], [0.821926, 0.887405, 3.272362], [-2.762494, 0.697597, -1.144318], [3.577928, 7.385658, -3.270087], [1.360268, 6.175502, -2.018230], [0.501290, -3.491317, 1.255778], [2.211831, -1.207591, -4.032546], [4.855275, 6.348188, -1.526503], [-0.321811, -1.464841, 0.362701], [-3.032154, -2.241694, -0.878998], [-0.235542, 1.519785, -4.868468], [-1.826161, 0.145696, 0.168768], [-3.388991, -5.523166, 3.217532], [4.474790, 7.639523, -0.369222], [-2.870208, -6.823729, 5.223989], [2.121430, 8.988674, -1.127470], [-0.915657, -2.793529, -0.544120], [-1.568379, -0.005623, -5.868056], [-1.364095, 2.686942, 0.578860], [4.171251, 8.836569, -2.453214], [-1.328239, 2.163413, -1.619875], [0.272491, 2.799903, -1.633935], [1.477056, 8.498681, -2.698619], [-4.237356, -0.942828, -0.916709], [-0.173475, -6.929466, 4.737422], [0.625113, -4.539060, -0.792975], [-1.100506, -3.625074, 3.880044], [2.889092, -1.668413, 0.115246], [-1.697342, -4.109771, 2.285030], [-0.261185, -3.265870, -3.220175], [2.165064, -3.476287, 1.091714], [-0.124218, 1.524667, 0.943096]],
  "forces_ev_per_angstrom": [[-0.0052, -0.1739, -0.2835], [0.2518, -0.0206, 0.2614], [0.2374, 0.0800, 0.3886], [0.1583, 0.2706, 0.2727], [1.2140, -0.9827, 0.3910], [-1.0063, -0.5096, -0.6252], [0.2558, 0.2611, 0.7202], [0.0243, -0.2211, -0.4454], [-0.1367, -0.0738, 0.1464], [0.3293, -0.2328, 0.1955], [0.0189, 0.1244, -0.0443], [-0.2822, 0.8757, 0.3191], [-0.0093, 0.3034, 0.5079], [0.7078, 0.3857, 0.2828], [-0.1040, -0.0230, 0.0675], [-0.2565, -0.1131, -0.3752], [-0.7079, 2.1316, -0.1453], [-0.1916, 0.8706, -1.1974], [-0.3318, -0.0898, -1.3174], [-0.0709, 1.0629, -0.4424], [-0.5618, -1.3962, 0.6857], [1.3808, 0.4419, -0.1741], [-0.5143, 0.1677, 0.5601], [-0.0473, -0.1389, -0.0752], [-1.2111, -0.4165, -0.6435], [0.2079, -1.0613, -0.0456], [-0.3751, 0.7227, 0.5243], [-0.0346, 0.0450, 0.1651], [0.0335, 0.0991, 0.1125], [0.0372, 0.0820, 0.1104], [-0.0271, -0.0403, -0.1603], [0.8506, 0.0355, -0.3942], [0.5243, -1.7824, 3.5462], [0.7825, 0.5026, -0.4326], [-0.6376, 0.7424, 0.9055], [-0.0179, -0.1636, -0.1061], [0.0760, 0.6256, 1.2038], [-0.1639, 0.0369, -0.6433], [-0.6537, -0.5816, -0.3383], [-0.0073, -0.0585, -0.1376], [-0.4453, -0.7842, -1.6189], [0.1327, 0.0674, 0.1029], [-0.0265, 0.0366, -0.4343], [0.0181, 0.0188, -0.0051], [-0.1703, 0.0978, -0.2561], [-0.2607, 0.3859, -0.0906], [0.0564, -0.0041, 0.0638], [-0.1523, -0.3198, -0.3605], [0.2248, -0.2799, -0.0437], [0.0479, -0.0726, 0.0523], [0.0212, -0.2843, 0.1405], [0.0038, -0.0195, 0.0007], [-0.0189, -0.0562, 0.0766], [0.1587, 0.1997, -0.0079], [-0.1124, -0.1121, 0.0918], [0.0626, -0.0289, -0.3974], [0.0131, 0.0010, 0.0072], [-0.0720, 0.0414, -0.0009], [0.1192, -0.1918, 0.0814], [0.0352, -0.0967, -0.3794], [-0.0303, -0.0528, 0.0346], [0.1377, 0.2708, 0.0163], [0.1406, 0.0375, -0.2352], [0.2541, 0.0329, 0.1961], [0.5114, -0.1272, -0.0879], [-0.0126, 0.0344, -0.0030], [0.0705, 0.0316, -0.0521], [0.0030, -0.0086, -0.0218], [-0.0141, -0.0037, -0.0067], [-0.0054, -0.1128, -0.1233], [-0.1588, -0.1229, -0.1559], [0.0423, 0.1734, 0.3723], [0.0011, 0.0014, 0.0249], [-0.1650, -0.1595, 0.1573], [-0.1549, 0.0277, -0.3315], [-0.0006, -0.0317, -0.0101], [-0.0179, -0.1627, -0.3465], [0.0443, 0.0263, -0.0429], [-0.1113, -0.0207, -0.0148], [-0.0514, 0.0528, -0.0406], [-0.0970, 0.0325, 0.1006], [0.0651, -0.0467, -0.0339], [-0.1184, -0.0555, -0.0494], [-0.1304, -0.3252, 0.1303], [0.4264, 0.1225, 0.1614]]
}